No. 1
ORCA calculation (ωB97M-V/def2-TZVPD) on a single C4H7NO molecule at a distorted geometry.

Output
E_tot ... -286.5484 Eh
Relative energy (zero: lowest compared OMol25 entry of this formula, charge and spin) ... 2.2659 eV
Gap between HOMO and LUMO ... 10.85 eV
Highest occupied orbital energy ... -9.8 eV
LUMO energy ... 1.07 eV
SMILES ... O=CC[C@H]1CN1

XYZ file:
```
13
C4H7NO (ωB97M-V/def2-TZVPD)
O 1.2979 -0.9056 1.9653
C 0.2720 -1.2744 1.4515
C -0.6394 -0.2072 0.9108
C 0.1156 0.6774 -0.0819
C 0.3705 0.1637 -1.4471
N -0.7238 1.0988 -1.1968
H 0.1157 -2.3597 1.2066
H -1.0360 0.4143 1.7275
H -1.4402 -0.6909 0.3604
H 0.8494 1.3868 0.3090
H 0.0668 -0.8524 -1.6916
H 1.2444 0.5172 -1.9911
H -0.4930 2.0319 -1.5227
```

=====

No. 2
ORCA calculation (ωB97M-V/def2-TZVPD) on a single C2H6OS molecule at a distorted geometry.

Output
E_tot ... -553.1831 Eh
Relative energy (zero: lowest compared OMol25 entry of this formula, charge and spin) ... 0.5540 eV
Gap between HOMO and LUMO ... 10.39 eV
Highest occupied orbital energy ... -9.5 eV
LUMO energy ... 0.88 eV
SMILES ... C[C@H](O)S

XYZ file:
```
10
C2H6OS (ωB97M-V/def2-TZVPD)
C 0.4994 -0.7232 -0.1314
C -0.6401 0.1164 0.1985
O -1.0635 0.7311 -1.1334
S -0.1636 1.5182 1.4654
H 1.3673 -0.0823 -0.5657
H 0.2348 -1.3905 -0.8188
H 0.9792 -1.2331 0.8047
H -1.5131 -0.5109 0.6061
H -1.7540 1.4309 -0.8231
H 0.8925 1.6904 0.7568
```

=====

No. 3
ORCA calculation (ωB97M-V/def2-TZVPD) on a single C5H8 molecule.

Output
E_tot ... -195.1453 Eh
Relative energy (zero: lowest compared OMol25 entry of this formula, charge and spin) ... 3.9925 eV
Gap between HOMO and LUMO ... 9.19 eV
Highest occupied orbital energy ... -8.4 eV
LUMO energy ... 0.82 eV

XYZ file:
```
13
C5H8 (ωB97M-V/def2-TZVPD)
C -0.0640 -0.9848 0.8040
C -0.9841 -0.0967 -0.0669
C -0.1697 1.8152 -0.5140
C 0.3676 0.5011 -0.7276
C 1.1784 -0.1711 0.3926
H -0.0362 -2.0081 0.4159
H -0.3105 -1.0182 1.8697
H -1.6431 -0.5778 -0.7911
H -1.5577 0.6275 0.5249
H -0.8054 2.0190 -1.4030
H 0.5042 0.0774 -1.7287
H 2.0505 -0.7515 0.0811
H 1.4699 0.5680 1.1432
```

=====

No. 4
ORCA calculation (ωB97M-V/def2-TZVPD) on a molecular structure, C11H26CaN3OP2 at a distorted geometry.

Output
E_tot ... -2034.4471 Eh
Total charge ... -1
Gap between HOMO and LUMO (alpha / beta) ... 2.61 / 2.61 eV
Highest occupied orbital energy (alpha / beta) ... -0.4 / -0.4 eV
LUMO energy (alpha / beta) ... 2.17 / 2.17 eV

XYZ file:
```
44
C11H26CaN3OP2 (ωB97M-V/def2-TZVPD)
C -3.2018 -1.1958 -1.8985
C -2.9838 -2.3458 -2.7017
C -2.8655 -1.9324 -4.0628
C -3.0185 -0.5132 -4.1211
C -3.2121 -0.0244 -2.8029
Ca -1.8056 1.4717 0.3106
P -2.3450 -0.6399 2.0621
H -3.3909 -1.1779 -0.8231
H -2.9192 -3.3718 -2.3414
H -2.6938 -2.5917 -4.9118
H -3.3799 1.0139 -2.5059
H -2.9918 0.0929 -5.0250
H -1.4775 -1.2489 3.0203
H -2.9590 -1.8702 1.6587
H -3.3814 -0.3211 2.9963
C 0.5750 1.5350 2.9139
N 0.2932 1.7186 1.4666
C 0.4910 3.1397 1.0046
P 0.8716 0.5804 0.3214
O -0.1419 0.7542 -0.8032
N 2.3605 0.9499 -0.2137
C 2.6867 0.7150 -1.6306
C 3.5416 1.0778 0.6535
N 0.6682 -0.9566 0.9135
C 0.2544 -1.9866 -0.0686
C 1.6198 -1.5041 1.8996
H 0.2181 2.4382 3.4235
H 1.6546 1.4224 3.1011
H 0.0137 0.6774 3.3024
H 1.5305 3.3002 0.6755
H -0.1898 3.4045 0.1666
H 0.2721 3.8004 1.8524
H 1.7769 0.7541 -2.2396
H 3.3761 1.5045 -1.9600
H 3.1772 -0.2625 -1.7697
H 3.2990 1.5778 1.6012
H 3.9986 0.0968 0.8657
H 4.2805 1.6901 0.1182
H 1.1058 -2.3044 -0.6955
H -0.1236 -2.8510 0.4938
H -0.5463 -1.6118 -0.7169
H 2.6047 -1.7068 1.4462
H 1.7506 -0.8445 2.7647
H 1.2071 -2.4545 2.2595
```